Here is C34H10F18GeNPtS as an isolated structure from the Open Molecules 2025 dataset. Energies are from ωB97M-V/def2-TZVPD.

CARTESIAN COORDINATES (ANGSTROEM)
Pt  -0.2000  -1.4072  -0.2889
Ge  -1.7100  -3.3512  -2.2631
S  -0.1883  -1.9016  -2.6430
F  -0.4669  -7.9934  1.5518
F  -2.5110  -6.5532  -7.4331
F  -5.6054  0.1246  -2.8311
F  1.1732  -5.8298  1.5071
F  -0.1350  -6.5534  -6.1148
F  -3.4021  -1.2087  -3.6011
F  -2.6598  -8.0653  -0.0506
F  0.6513  -3.7678  -0.0917
F  -5.7115  -2.3596  1.1619
F  -4.3873  -3.8396  -4.1270
F  -3.5204  -3.6870  0.4152
F  0.1335  -5.1682  -3.8311
F  -3.2005  -6.0007  -1.6836
F  0.6781  -0.4567  2.3060
F  -6.7727  -0.4463  -0.4474
F  -0.0578  -2.4993  2.3002
F  -4.6293  -5.1961  -6.4098
F  -1.4507  -0.8327  2.2767
N  2.0953  0.0529  -0.5867
C  -2.5598  2.0645  -0.6044
C  -5.6767  -1.1063  -0.8277
C  -2.0847  0.7949  -0.3325
C  2.5524  2.2771  -1.2886
C  0.0995  -5.8658  0.7177
C  -2.0931  -5.9391  -0.9221
C  3.8496  -1.5255  -0.3080
C  -0.7322  -6.9697  0.7395
C  -0.2688  -1.2550  1.7233
C  -1.1674  -5.8565  -5.6286
C  -1.0506  -5.1279  -4.4592
C  1.6443  1.2437  -0.8994
C  -4.0010  -2.7593  -0.4236
C  4.3705  0.7220  -1.0915
C  0.1764  1.4868  -0.8204
C  -0.1980  -4.8147  -0.1322
C  -1.8441  -7.0071  -0.0832
C  -3.3779  -2.5015  -1.6318
C  6.1205  -0.9172  -0.8573
C  -2.0941  -4.3974  -3.9158
C  -1.2843  -4.8181  -0.9838
C  -0.3315  2.7627  -1.1031
C  3.8816  2.0143  -1.3882
C  -5.1362  -2.0827  -0.0118
C  -2.3775  -5.8655  -6.2974
C  -1.6775  3.0570  -1.0091
C  5.7286  0.3511  -1.1875
C  -5.0783  -0.8157  -2.0408
C  -3.9447  -1.5099  -2.4154
C  -3.2955  -4.4584  -4.5981
C  5.1718  -1.8591  -0.4057
C  -0.7300  0.4698  -0.4580
C  3.4177  -0.2272  -0.6663
C  -3.4522  -5.1689  -5.7760
H  6.4508  1.0852  -1.5270
H  3.1027  -2.2275  0.0394
H  2.1965  3.2722  -1.5028
H  7.1610  -1.2051  -0.9406
H  0.3338  3.5559  -1.4115
H  -3.6181  2.2768  -0.5062
H  -2.0328  4.0521  -1.2447
H  -2.7729  0.0237  -0.0081
H  5.4992  -2.8541  -0.1320
H  4.5780  2.7906  -1.6857

Cartesian forces, eV/Å:
0.2 -0.1 0.1
-0.1 0.1 0.2
0.2 -0.1 0.0
0.0 0.0 0.0
0.0 0.0 0.0
0.0 0.0 0.0
0.0 0.0 0.0
0.0 0.0 0.0
0.0 0.0 0.0
0.0 0.0 0.0
0.0 0.0 -0.1
0.0 0.0 0.0
0.0 0.0 0.0
0.0 0.0 0.0
0.0 0.0 0.0
0.0 0.0 0.0
-0.1 0.0 0.0
0.0 0.0 0.0
0.0 0.1 0.0
0.0 0.0 0.0
0.1 0.0 0.0
-0.2 0.2 -0.1
0.0 0.0 0.0
0.0 0.0 0.0
0.0 -0.1 0.0
0.0 0.0 0.0
0.0 0.0 0.0
-0.1 0.1 0.0
0.1 0.0 0.0
0.0 0.0 0.0
0.0 0.0 0.0
0.0 0.0 0.0
0.0 0.0 0.0
0.1 -0.1 0.0
0.1 0.0 0.0
-0.1 -0.1 0.0
-0.1 0.0 0.1
0.1 0.0 0.0
0.0 0.0 0.0
-0.1 -0.1 -0.1
0.0 0.1 0.0
0.0 -0.1 0.0
0.0 0.0 0.0
0.0 0.0 0.0
0.0 0.1 0.0
0.0 0.1 0.0
0.0 0.0 0.0
0.0 0.0 0.0
0.1 -0.1 0.0
0.0 0.0 0.0
0.0 -0.1 0.0
0.0 0.0 0.0
-0.1 0.0 0.0
-0.2 0.0 -0.1
0.1 0.0 0.0
0.0 0.0 0.0
0.0 0.0 0.0
0.0 0.0 0.0
0.0 0.0 0.0
0.0 0.0 0.0
0.0 0.0 0.0
0.0 0.0 0.0
0.0 0.0 0.0
0.0 0.0 0.0
0.0 0.0 0.0
0.0 0.0 0.0

Values from the calculation:
Kohn-Sham gap	7.334	eV
strongest force on any atom	0.3	eV/A
energy	-156425.1138	eV
HOMO level	-5.12	eV
lowest unoccupied orbital energy	0.081	Eh
charge	-1
energy relative to the best compared isomer or geometry (same formula, charge and spin)	0.0	kJ/mol